Molecular formula: C30H43F5P2SYb
Method: DFT, ωB97M-V with the def2-TZVPD basis set

Structure (XYZ):
```
82
Properties=species:S:1:pos:R:3:forces:R:3:lowdin_spin:R:1
Yb -2.674865 0.052526 1.489764 4.1363 3.4510 -1.2655 0.012
C -4.266020 -1.297126 0.529756 -1.1667 -0.8620 0.6125 0.001
C -3.200999 -2.207925 0.513122 -0.6236 -1.0604 -0.2446 0.001
C -3.554537 -1.608482 2.680353 -0.8056 -1.3864 -0.6804 0.001
C -4.556286 -0.962856 1.879545 -0.0389 -1.0576 -0.2625 0.000
C -2.759658 -2.424109 1.823928 -0.3343 0.3906 0.3895 0.000
C -5.027365 -0.836951 -0.633325 -0.5703 0.2376 -1.2753 0.024
H -4.873253 -1.536597 -1.479570 -0.4554 0.4695 0.4094 0.001
H -4.692250 0.165585 -0.990562 -0.4297 -0.7704 0.0844 0.015
H -6.094383 -0.783365 -0.354844 0.3762 0.0536 -0.4873 0.001
C -5.151901 0.334440 2.264140 -1.3090 0.2382 0.8777 0.000
H -5.798583 0.762898 1.485518 0.2615 -0.2796 0.3989 0.000
H -4.427278 1.177630 2.535337 -0.3298 -0.6071 -0.0531 0.001
H -5.752297 0.136864 3.169809 0.2195 0.6554 -0.2085 0.000
C -3.080967 -1.060465 3.948615 -0.4933 -0.6640 1.3447 0.000
H -3.938408 -0.982552 4.643130 0.6482 0.2908 -0.0337 0.000
H -2.646011 -0.024015 3.851790 0.0298 -0.2130 0.2525 0.000
H -2.336412 -1.753079 4.374654 -0.1476 0.6648 0.0755 0.000
C -1.626760 -3.320967 2.166186 0.3838 -0.5896 0.0145 0.000
H -1.957272 -4.296417 2.579099 0.1036 0.5652 -0.1260 0.000
H -0.939857 -2.860416 2.885063 0.0016 -0.1970 -0.0447 0.000
H -1.068251 -3.544382 1.242004 -0.0354 0.0623 0.4882 0.000
C -2.878252 -3.064998 -0.658467 0.3766 -0.0957 -0.5511 0.000
H -3.376347 -4.053244 -0.592378 0.2282 0.5193 0.0206 0.000
H -1.798188 -3.226679 -0.765628 -0.3218 -0.0798 -0.0062 0.000
H -3.220774 -2.560785 -1.568627 0.1314 -0.3710 0.0645 0.000
C -0.236753 1.208883 -1.826233 -0.8118 -0.2849 0.9396 0.002
C -1.057303 0.324812 -2.419372 -0.3883 0.6593 0.3732 0.004
C -0.760426 -1.045316 -2.945706 0.2431 -0.1813 -0.3343 0.000
C 0.612516 -1.621852 -2.496601 -0.6058 -0.3653 -1.3131 0.000
C 0.692189 -1.939301 -1.050303 -0.1769 0.1593 1.0002 0.000
C 1.087231 -1.179979 -0.022249 -0.9814 0.1290 0.6883 0.000
C 1.378527 0.298302 0.015997 1.1939 0.7490 -0.8681 0.000
C 1.188504 1.056499 -1.372493 0.7230 0.0931 0.5639 0.000
H -0.836711 -0.997478 -4.059449 0.2632 -0.1223 0.6604 0.000
H 1.433759 -1.012890 -2.887886 -0.2474 -0.2860 0.2177 0.000
H -1.548318 -1.766204 -2.650424 0.2875 0.5052 -0.0437 0.000
H 1.824241 0.613790 -2.159246 -0.2709 0.3620 0.6123 0.000
H -0.682100 2.154549 -1.454875 0.0509 -0.5251 -0.5670 0.000
H -2.092772 0.677898 -2.565628 0.4265 -0.2006 -0.0500 0.003
H 1.531592 2.092245 -1.212856 0.2360 -0.4432 -0.0821 0.000
H 0.817935 0.901021 0.789703 0.1995 -0.9480 -0.5032 0.000
H 1.144231 -1.662577 0.967938 -0.1359 0.1374 -0.4429 0.000
H 2.459304 0.373641 0.357539 -1.0278 0.2621 -0.4446 0.000
H 0.683489 -2.601813 -2.986144 0.1893 0.2686 -0.1964 0.000
H 0.308778 -2.938227 -0.809625 0.6104 0.1608 0.0317 0.000
P 5.124689 0.780749 0.085603 0.5381 0.2113 -1.0522 0.000
P 6.562803 -0.494665 2.411533 1.6623 0.6186 0.0402 0.000
C 7.019026 0.864664 -0.027241 -0.7752 0.2363 0.0294 0.000
C 7.624585 0.692053 1.361852 -0.4077 -0.3359 0.3749 0.000
H 7.255306 1.863263 -0.423686 0.1047 -0.4162 -0.1531 0.000
H 7.329801 0.100300 -0.770009 0.0347 0.3717 0.6300 0.000
H 8.634621 0.269182 1.271267 -0.1517 0.1956 0.2942 0.000
H 7.693991 1.637711 1.932162 -0.0803 -0.2631 -0.4563 0.000
C 7.600728 -0.259780 3.918805 -0.1061 -0.2152 0.0132 0.000
H 7.287528 -1.023111 4.642886 0.1971 0.3763 0.1225 0.000
H 7.427626 0.758781 4.300639 0.0924 -0.4619 0.1032 0.000
H 8.664780 -0.399070 3.676663 -0.2440 0.1041 0.1926 0.000
C 7.428880 -1.986424 1.776400 -0.2540 -0.2031 0.2271 0.000
H 8.513178 -1.817899 1.776389 -0.2297 -0.1414 -0.0547 0.000
H 7.078417 -2.204652 0.759509 0.1128 -0.2268 0.2818 0.000
H 7.187661 -2.795781 2.475583 0.0835 -0.1724 -0.4466 0.000
C 4.855939 2.570018 -0.262656 -0.1311 -0.0004 -0.0622 0.000
H 3.791295 2.771376 -0.447201 0.3061 0.1165 0.0978 0.000
H 5.461208 2.875303 -1.126588 -0.2746 0.0706 0.1374 0.000
H 5.199149 3.121098 0.623899 -0.2231 0.0146 -0.2455 0.000
C 4.898387 0.056892 -1.603471 -0.1306 0.0746 -0.0287 0.000
H 5.322512 -0.958058 -1.574981 -0.2430 0.2367 -0.0987 0.000
H 5.441249 0.645484 -2.356674 -0.2013 -0.1669 0.0693 0.000
H 3.830637 -0.000240 -1.862450 0.3834 -0.0563 -0.0214 0.000
F -8.126826 4.152280 -3.974047 1.2580 -0.3368 1.0930 0.033
C -7.156317 3.764983 -3.119585 -1.0710 0.2328 -0.7776 0.102
C -7.494934 3.030324 -1.982604 -0.3124 -0.5239 0.7970 -0.009
F -8.784022 2.769179 -1.666502 1.3077 0.2943 -0.4816 -0.009
C -6.473934 2.573916 -1.152860 -0.5097 -0.4662 1.0456 0.073
F -6.834124 1.910271 -0.019447 0.2739 0.6323 -1.3046 0.020
C -5.089598 2.804045 -1.389769 -0.5675 0.1883 0.0525 0.068
S -3.816622 2.252893 -0.387429 -0.2204 0.7031 -0.4233 0.583
C -4.831944 3.613538 -2.521983 1.3552 0.4400 -0.3992 0.075
F -3.546802 3.957166 -2.776322 -1.3647 -0.3348 0.0615 0.020
C -5.822352 4.087702 -3.368878 0.4337 0.4026 -0.5530 -0.012
F -5.507260 4.855981 -4.429307 -0.2573 -0.6929 0.8593 -0.010
```
Forces are in eV/Å.

E_LUMO (alpha / beta), eV: -3.287 / -6.248
Frontier orbital gap (alpha / beta), Eh: 0.22309 / 0.11426
Energy relative to the best compared isomer or geometry (same formula, charge and spin), kcal/mol: 11.9
Charge: +1
F_max, eV/A: 5.53
Electronic energy, eV: -106326.3715
Multiplicity: 2

Molecular formula: C2H3OP
Method: DFT, ωB97M-V with the def2-TZVPD basis set

Structure (XYZ):
```
7
Properties=species:S:1:pos:R:3:forces:R:3:nbo_charge:R:1
C 0.343416 0.204097 -0.672148 3.0533 2.8117 -5.2037 -0.578
C 0.434896 -0.737421 0.233481 -1.8304 -0.2661 0.7519 -0.455
O -1.549266 0.455412 1.788671 -0.1772 0.1868 -0.0172 -1.028
P -1.425567 -0.134085 0.447146 0.4640 -1.5010 1.3897 1.298
H 1.340124 0.778550 -0.991653 -2.3491 -0.9127 0.4335 0.233
H 1.413733 -1.002174 0.704003 -1.3084 0.3009 -0.0581 0.251
H -0.557336 0.435620 -1.509501 2.1478 -0.6195 2.7038 0.278
```
Forces are in eV/Å.

E_LUMO, eV: 0.084
Frontier orbital gap, Eh: 0.35055
Energy relative to the best compared isomer or geometry (same formula, charge and spin), kcal/mol: 41.4
F_max, eV/A: 6.66
Electronic energy, eV: -13455.9641

Molecular formula: CNa4O3
Method: DFT, ωB97M-V with the def2-TZVPD basis set

Structure (XYZ):
```
8
Properties=species:S:1:pos:R:3:forces:R:3:nbo_charge:R:1
Na 0.313235 -2.581477 -2.160484 0.0636 1.0146 0.2534 0.971
Na -0.109516 -0.814113 2.954493 0.0231 0.5031 -0.9739 0.850
Na -2.241659 0.910536 -0.817839 0.7439 -0.3412 0.2918 0.617
Na 0.736341 2.750044 0.707100 0.1600 -0.9059 -0.1674 0.544
C 0.328525 -0.228850 -0.171223 5.1242 5.8414 5.7402 0.869
O -0.574052 -0.030097 0.675303 -3.8728 -1.2818 4.5021 -1.023
O 1.506129 0.239563 0.112885 1.1558 -1.2467 1.4856 -0.931
O 0.040997 -0.245606 -1.300236 -3.3978 -3.5835 -11.1319 -0.897
```
Forces are in eV/Å.

E_LUMO (alpha / beta), eV: -3.774 / -3.884
Frontier orbital gap (alpha / beta), Eh: 0.10060 / 0.22660
Charge: +1
F_max, eV/A: 12.18
Electronic energy, eV: -24840.2242
Multiplicity: 2

Molecular formula: C6H8N4
Method: DFT, ωB97M-V with the def2-TZVPD basis set

Structure (XYZ):
```
18
Properties=species:S:1:pos:R:3:forces:R:3:nbo_charge:R:1
C 1.023080 1.620551 -0.888603 2.4305 -1.3920 -7.4698 0.567
C -0.027550 -0.521867 -0.091215 0.4306 3.6038 -0.3850 0.170
C -1.101101 0.097754 0.511289 -0.4954 -8.1205 0.8609 -0.270
C -2.086774 -0.692519 1.207037 2.6902 5.7081 -0.5459 0.067
C -0.901842 -2.544831 0.852129 1.9759 0.4254 -0.4521 0.048
C 0.137028 -1.822121 0.145484 -0.8823 -3.6322 -0.1509 -0.287
H 1.170113 1.803497 1.035230 0.9685 -2.8884 4.2195 0.381
H 1.288752 3.031807 0.196304 2.7316 7.8639 -0.3770 0.383
H 1.411709 1.405146 -2.920585 -0.2600 3.6883 3.4638 0.296
H 1.339841 -0.225558 -1.610250 1.5441 -1.8982 -3.3936 0.392
H -1.161232 1.008936 0.342623 -1.3547 8.4015 -0.9764 0.196
H -2.718418 -0.185284 1.877353 -1.5398 0.9417 0.1203 0.187
H -0.708423 -3.648038 0.979511 -0.7776 1.3426 0.1135 0.205
H 1.009110 -2.175214 -0.436483 -0.5659 -1.1070 0.9916 0.218
N 0.936105 2.218824 0.246235 -4.2213 -2.2198 -0.2584 -0.767
N 1.378580 2.307347 -2.021566 -1.0119 -5.2376 -0.1181 -0.740
N 0.968249 0.223175 -0.881844 -3.5658 1.1901 5.0189 -0.626
N -1.957226 -1.901606 1.457350 1.9032 -6.6697 -0.6612 -0.421
```
Forces are in eV/Å.

SMILES: [H]/N=C(/N)Nc1ccncc1
E_LUMO, eV: 0.637
Frontier orbital gap, Eh: 0.34978
Energy relative to the best compared isomer or geometry (same formula, charge and spin), kcal/mol: 83.0
F_max, eV/A: 8.57
Electronic energy, eV: -12308.5099

Molecular formula: C11H17N2O
Method: DFT, ωB97M-V with the def2-TZVPD basis set

Structure (XYZ):
```
31
Properties=species:S:1:pos:R:3:forces:R:3:nbo_charge:R:1
C -5.863487 0.166219 0.067369 -3.9818 0.7208 1.2987 -0.220
C -5.366184 -0.804456 -0.842589 2.6722 -0.1710 -1.6958 -0.097
C -5.060057 1.015501 0.671575 -0.0642 1.6377 2.0654 -0.227
C -3.962392 -0.609708 -1.103989 -3.4090 -3.8571 -2.6401 0.036
C -3.728346 1.053982 0.434396 1.0169 4.5942 4.5041 -0.015
C -0.868454 -0.187023 -0.233463 1.4911 0.1504 2.0178 0.679
C -1.034360 -1.120226 0.975275 1.1769 -0.1174 -3.0651 -0.687
C 2.992304 1.769614 -0.487704 1.2862 0.6548 -1.2862 -0.606
C 4.357666 -0.274068 -0.107371 1.1788 -1.1171 0.7883 -0.626
C 1.863953 -0.288048 0.219602 -1.3264 -1.0235 0.4354 -0.005
C 3.030937 0.244543 -0.660784 -0.8402 1.0870 1.5223 -0.287
N -3.215901 0.268541 -0.508389 4.4395 -3.5090 -3.3910 -0.143
N -1.890970 0.351041 -0.876842 1.2947 0.4404 0.3515 -0.259
O 0.417376 0.153625 -0.441992 -1.1326 0.5870 -1.0438 -0.542
H -6.914750 0.326321 0.328389 0.2298 -0.7230 -0.5230 0.239
H -6.063562 -1.487646 -1.366360 1.1697 0.2868 0.2808 0.257
H -5.455690 1.676399 1.441078 0.1185 0.0070 -0.3178 0.254
H -3.524385 -1.280678 -1.868112 0.1452 0.7403 0.7129 0.250
H -3.023581 1.722487 0.976147 -0.6718 -0.6770 -0.6570 0.241
H -0.253932 -1.911584 0.848276 -1.0374 0.4901 0.6029 0.252
H -2.031324 -1.419376 1.004127 -1.5046 -1.2888 0.1140 0.224
H -0.905998 -0.497508 1.793603 0.7911 0.9786 1.8707 0.249
H 3.235624 1.975917 0.550479 0.1500 0.3271 0.1538 0.201
H 3.816793 2.320841 -1.181071 -2.3179 -1.2164 1.5550 0.236
H 1.940652 2.054459 -0.646409 0.6561 0.6177 -0.3578 0.223
H 5.188616 0.350162 -0.495579 -0.5420 -0.3756 -0.0598 0.242
H 4.627217 -1.364679 -0.339460 -0.6313 1.5261 0.3104 0.231
H 4.449375 -0.122263 1.020103 -0.4138 -0.3087 -1.3109 0.218
H 1.750162 -1.430103 0.155995 0.4465 1.7916 0.6754 0.217
H 1.896396 0.232127 1.287480 -0.3220 -1.4849 -2.2573 0.231
H 2.866626 0.063562 -1.699884 -0.0680 -0.7681 -0.6540 0.233
```
Forces are in eV/Å.

E_LUMO (alpha / beta), eV: -3.059 / -7.641
Frontier orbital gap (alpha / beta), Eh: 0.25198 / 0.21608
Energy relative to the best compared isomer or geometry (same formula, charge and spin), kcal/mol: 68.5
Charge: +1
F_max, eV/A: 6.60
Electronic energy, eV: -16696.5649
Multiplicity: 3

Molecular formula: C2H6OS
Method: DFT, ωB97M-V with the def2-TZVPD basis set

Structure (XYZ):
```
10
Properties=species:S:1:pos:R:3:forces:R:3:nbo_charge:R:1
C -0.886492 -0.466006 0.144872 0.8093 2.0928 -2.8845 -0.653
C 0.242057 0.558674 -0.011313 2.0704 3.1553 3.3374 0.060
O 0.408894 1.218405 -1.241189 0.2674 0.8552 2.5201 -0.695
S 1.962285 -0.217194 0.467478 -0.7590 0.9075 -0.9235 -0.114
H -1.719510 0.046454 0.513965 -1.5944 0.6972 0.2495 0.226
H -0.621033 -1.152520 0.844042 0.7291 -2.1934 1.8301 0.220
H -1.105441 -0.937024 -0.834494 0.0755 0.0965 0.5822 0.209
H 0.216114 1.560420 0.868089 -0.4054 -3.2517 -2.6541 0.184
H 0.042123 0.639049 -1.846307 -0.9682 -1.6694 -2.4913 0.461
H 1.461006 -1.250260 1.094855 -0.2247 -0.6901 0.4340 0.101
```
Forces are in eV/Å.

SMILES: C[C@H](O)S
E_LUMO, eV: 0.911
Frontier orbital gap, Eh: 0.36574
Energy relative to the best compared isomer or geometry (same formula, charge and spin), kcal/mol: 20.9
F_max, eV/A: 5.04
Electronic energy, eV: -15052.5236

Question: Which formula does entry 4 have?
Answer: C6H8N4

Question: F_max of number 4 (C6H8N4)?
Answer: 8.57 eV/A

Question: Among the records above, which one has the highest F_max?
Answer: CNa4O3